(1)
# C17H29ILaNO2P2

A structure of composition C17H29ILaNO2P2 at a distorted geometry (the ωB97M-V functional and the def2-TZVPD basis, OMol25).

Cartesian coordinates (Å):
C  -0.53  1.17  -3.49
C  -0.28  1.02  -2.11
N  -0.24  -0.25  -1.58
C  -0.48  -1.34  -2.34
C  -0.71  -1.22  -3.70
C  -0.74  0.05  -4.28
C  -0.13  2.14  -1.20
P  1.32  2.64  -0.35
La  0.22  0.19  0.80
P  -1.12  -2.48  0.13
C  -0.51  -2.67  -1.62
C  0.78  1.43  3.13
C  1.87  0.77  3.73
C  1.65  -0.42  4.43
C  0.36  -0.96  4.51
C  -0.74  -0.26  3.99
C  -0.54  0.98  3.35
O  -1.95  5.56  -2.48
O  -3.17  0.65  -0.75
H  -0.55  2.18  -3.89
H  -0.88  -2.13  -4.28
H  -0.91  0.15  -5.35
C  2.86  2.16  -1.17
C  1.31  4.41  -0.08
H  -1.17  -3.37  -2.15
H  0.51  -3.11  -1.57
H  -2.16  6.42  -2.81
H  -0.94  2.89  -1.23
C  -0.99  -4.19  0.73
C  -2.90  -2.37  -0.20
H  2.88  1.17  3.64
H  2.48  -0.93  4.90
H  0.21  -1.92  5.00
H  -1.75  -0.66  4.13
H  -1.40  1.59  3.02
H  1.34  1.94  0.99
H  -3.27  0.81  -1.70
H  -3.95  0.99  -0.35
H  -2.78  5.07  -2.56
H  1.00  2.17  2.32
H  3.54  3.02  -1.17
H  3.32  1.32  -0.63
H  2.66  1.86  -2.21
H  2.27  4.84  -0.40
H  0.50  4.88  -0.66
H  1.16  4.60  0.99
H  -3.22  -3.10  -0.97
H  -3.44  -2.57  0.73
H  -3.15  -1.35  -0.53
H  -1.50  -4.91  0.07
H  0.08  -4.46  0.81
H  -1.44  -4.23  1.73
I  2.82  -1.31  0.73

- E_HOMO (spin up / spin down): -4.321 / -3.741 eV
- DFT total energy: -51219.9199 eV
- F_max: 0.058 Eh/bohr
- HOMO-LUMO gap (spin up / spin down): 4.25 / 3.68 eV
- Relative energy (zero: lowest compared OMol25 entry of this formula, charge and spin): 2.3645 eV

=====

(2)
# C17H29N2O3PW

A structure of composition C17H29N2O3PW at a distorted geometry (the ωB97M-V functional and the def2-TZVPD basis, OMol25).

Cartesian coordinates (Å):
W  -0.31  0.49  1.10
C  -1.83  -0.76  0.80
O  -2.79  -1.57  0.66
C  -0.56  2.34  0.93
O  -0.76  3.50  0.70
C  1.62  -0.01  0.87
O  2.78  -0.20  0.82
C  -1.81  0.33  -2.18
P  -0.13  -0.04  -1.45
H  0.42  -1.63  -3.15
H  -2.45  -0.45  -1.73
C  1.09  1.01  -2.37
H  0.57  1.10  -3.34
C  -1.80  0.17  -3.71
H  -1.32  -0.77  -4.03
H  -1.30  1.02  -4.21
H  -2.84  0.14  -4.06
C  -2.37  1.68  -1.75
H  -1.78  2.53  -2.11
C  1.37  -2.57  -1.47
H  -2.45  1.78  -0.66
H  -3.39  1.78  -2.15
C  -1.10  -2.64  -1.97
H  1.02  -3.31  -0.73
H  1.85  -3.17  -2.26
H  2.11  -1.93  -0.99
C  0.18  -1.79  -2.08
H  -0.83  -3.69  -2.18
H  -1.88  -2.34  -2.69
H  -1.51  -2.56  -0.94
C  2.43  0.31  -2.59
H  2.98  0.12  -1.65
H  3.03  0.98  -3.22
H  2.30  -0.63  -3.13
C  1.18  2.40  -1.74
H  0.21  2.87  -1.56
H  1.70  3.04  -2.47
H  1.76  2.43  -0.81
H  0.24  -2.67  0.87
H  0.05  -2.82  1.54
N  -0.95  -1.31  3.95
C  -0.22  -0.23  4.27
C  -0.03  0.03  5.64
C  0.77  1.12  6.03
C  1.45  1.85  4.99
C  1.26  1.48  3.66
N  0.31  0.56  3.29
H  -1.20  -1.59  3.00
H  -1.36  -1.80  4.70
H  -0.55  -0.62  6.39
H  0.87  1.41  7.08
H  2.11  2.68  5.26
H  1.82  1.94  2.84

- ⟨S²⟩: 2.0671
- E_HOMO (spin up / spin down): -22.706 / -22.648 eV
- DFT total energy: -38284.4868 eV
- F_max: 0.250 Eh/bohr
- HOMO-LUMO gap (spin up / spin down): 5.17 / 5.17 eV
- 2S+1: 3
- Charge: +4
- Relative energy (zero: lowest compared OMol25 entry of this formula, charge and spin): 3.4027 eV

=====

(3)
# C17H29N2Ti

A structure of composition C17H29N2Ti at a distorted geometry (the ωB97M-V functional and the def2-TZVPD basis, OMol25).

Cartesian coordinates (Å):
C  -0.05  -0.70  -2.22
H  -0.27  -1.58  -2.86
H  -1.06  -0.23  -2.04
H  0.44  -1.19  -1.27
C  0.94  0.25  -2.90
H  0.99  1.23  -2.39
H  1.94  -0.17  -2.76
C  0.65  0.46  -4.38
H  1.35  1.18  -4.81
H  0.78  -0.50  -4.90
H  -0.36  0.81  -4.56
C  -0.68  0.55  1.92
C  -0.40  1.63  0.99
C  -1.41  1.57  -0.06
C  -2.26  0.42  0.19
C  -1.80  -0.21  1.42
C  -2.48  -1.33  2.13
C  -3.47  0.05  -0.60
C  -1.66  2.60  -1.11
C  0.61  2.71  1.19
C  0.01  0.35  3.23
Ti  -0.29  -0.18  -0.06
H  -3.79  -0.98  -0.37
H  -4.32  0.71  -0.38
H  -3.29  0.10  -1.68
H  -3.02  -1.98  1.43
H  -1.77  -1.96  2.68
H  -3.20  -0.94  2.86
H  1.05  0.72  3.20
H  -0.53  0.91  4.01
H  0.04  -0.70  3.53
H  0.85  3.23  0.25
H  0.20  3.45  1.90
H  1.55  2.33  1.61
H  -1.83  2.17  -2.11
H  -2.55  3.20  -0.87
H  -0.81  3.29  -1.20
C  3.17  -0.53  -0.34
C  2.46  -1.41  0.61
N  1.15  -1.53  0.84
C  0.99  -2.53  1.82
C  2.21  -3.01  2.13
N  3.13  -2.30  1.36
H  4.14  -0.24  0.10
H  3.39  -1.08  -1.27
H  2.61  0.39  -0.58
H  0.01  -2.81  2.18
H  2.52  -3.78  2.83
H  4.13  -2.41  1.31

- ⟨S²⟩: 0.7540
- E_HOMO (spin up / spin down): -15.770 / -15.805 eV
- DFT total energy: -44180.0019 eV
- F_max: 0.081 Eh/bohr
- HOMO-LUMO gap (spin up / spin down): 8.21 / 8.42 eV
- 2S+1: 2
- Charge: +2
- Relative energy (zero: lowest compared OMol25 entry of this formula, charge and spin): 0.0000 eV

=====

(4)
# C17H29N3O3

A cluster of 2 separate species, C17H29N3O3 in total at a distorted geometry (the ωB97M-V functional and the def2-TZVPD basis, OMol25).

Cartesian coordinates (Å):
C  -5.88  1.27  1.73
N  -5.33  -0.07  1.47
C  -4.22  -0.39  0.79
O  -3.92  -1.57  0.71
C  -3.32  0.73  0.19
C  -2.19  0.25  -0.75
C  -0.98  -0.39  -0.09
C  0.03  0.43  0.47
C  1.10  -0.16  1.17
C  1.19  -1.56  1.26
O  2.22  -2.12  1.95
C  0.21  -2.38  0.66
C  -0.88  -1.79  -0.01
N  -2.81  1.71  1.17
C  -2.31  1.55  2.39
C  -2.27  0.20  3.09
O  -1.89  2.53  2.99
H  -6.90  1.18  2.09
H  -5.28  1.77  2.49
H  -5.88  1.86  0.82
H  -5.83  -0.86  1.84
H  -4.00  1.28  -0.45
H  -1.85  1.11  -1.32
H  -2.62  -0.45  -1.47
H  -0.04  1.50  0.40
H  1.85  0.45  1.63
H  2.22  -3.08  1.86
H  0.28  -3.45  0.73
H  -1.65  -2.41  -0.43
H  -2.77  2.67  0.85
H  -3.27  -0.06  3.42
H  -1.61  0.27  3.95
H  -1.89  -0.56  2.42
C  5.27  1.90  -0.57
C  3.89  1.34  -0.92
C  3.98  0.32  -2.06
C  2.59  -0.24  -2.40
C  2.66  -1.34  -3.46
N  3.16  -2.58  -2.86
H  5.19  2.63  0.24
H  5.72  2.39  -1.44
H  5.93  1.09  -0.24
H  3.24  2.17  -1.22
H  3.46  0.87  -0.04
H  4.64  -0.50  -1.74
H  4.42  0.78  -2.94
H  2.11  -0.64  -1.50
H  1.97  0.58  -2.78
H  1.65  -1.51  -3.87
H  3.30  -1.02  -4.29
H  4.03  -2.41  -2.36
H  3.27  -3.31  -3.57

- E_HOMO: -8.296 eV
- DFT total energy: -28713.1986 eV
- F_max: 0.040 Eh/bohr
- HOMO-LUMO gap: 8.86 eV
- Structure (SMILES): CNC(=O)[C@H](Cc1ccc(O)cc1)NC(C)=O.CCCCCN
- Relative energy (zero: lowest compared OMol25 entry of this formula, charge and spin): 2.1040 eV

=====

(5)
# C17H29N3O6

An isolated molecule of C17H29N3O6 at a distorted geometry (the ωB97M-V functional and the def2-TZVPD basis, OMol25).

Cartesian coordinates (Å):
C  2.34  0.03  -6.76
C  3.38  0.91  -6.07
C  3.34  0.80  -4.54
C  3.76  -0.57  -4.03
C  3.77  -0.62  -2.50
O  2.44  -0.49  -2.04
C  2.33  -0.52  -0.65
C  0.85  -0.47  -0.26
C  0.61  -0.06  1.20
C  -0.61  -0.88  1.59
C  -0.68  -1.36  3.03
C  -1.10  -0.26  3.96
C  -1.09  -0.56  5.44
N  -1.45  0.84  3.44
N  -1.88  1.88  4.17
C  -2.20  3.12  3.63
N  -2.07  3.21  2.29
O  -2.54  4.02  4.36
C  -1.90  -0.15  1.22
O  -1.92  0.86  0.55
O  -2.97  -0.80  1.63
C  -4.24  -0.23  1.31
C  -5.31  -1.27  1.57
C  -0.53  -2.07  0.61
O  -1.11  -3.11  0.72
O  0.28  -1.77  -0.40
H  2.34  0.22  -7.83
H  2.54  -1.02  -6.60
H  1.34  0.26  -6.37
H  4.37  0.63  -6.42
H  3.20  1.95  -6.35
H  2.33  1.01  -4.19
H  4.01  1.56  -4.12
H  3.07  -1.33  -4.38
H  4.77  -0.81  -4.38
H  4.38  0.19  -2.09
H  4.19  -1.58  -2.15
H  2.85  0.35  -0.21
H  2.78  -1.43  -0.24
H  0.33  0.19  -0.96
H  1.46  -0.33  1.82
H  0.42  1.01  1.28
H  0.29  -1.76  3.34
H  -1.40  -2.18  3.09
H  -0.42  0.13  5.96
H  -0.74  -1.58  5.61
H  -2.09  -0.46  5.86
H  -1.92  1.84  5.18
H  -1.92  2.41  1.71
H  -2.37  4.07  1.86
H  -4.39  0.66  1.94
H  -4.23  0.09  0.26
H  -6.28  -0.87  1.32
H  -5.30  -1.56  2.62
H  -5.12  -2.15  0.96

- E_HOMO: -9.121 eV
- DFT total energy: -34855.9298 eV
- F_max: 0.020 Eh/bohr
- HOMO-LUMO gap: 9.67 eV
- Structure (SMILES): CCCCCOC[C@@H]1C[C@@](C/C(C)=N/NC(N)=O)(C(=O)OCC)C(=O)O1
- Relative energy (zero: lowest compared OMol25 entry of this formula, charge and spin): 0.0000 eV

=====

(6)
# C17H29N5O7

An isolated molecule of C17H29N5O7 (the ωB97M-V functional and the def2-TZVPD basis, OMol25).

Cartesian coordinates (Å):
C  7.52  -1.78  1.10
O  6.11  -1.65  1.02
C  5.66  -1.50  -0.32
C  4.17  -1.31  -0.33
O  3.88  -0.04  0.23
C  2.49  0.19  0.36
C  2.24  1.65  0.72
O  1.24  1.98  1.32
N  3.20  2.51  0.31
C  3.23  3.88  0.77
C  4.59  4.25  1.34
O  5.62  4.10  0.38
C  5.54  4.96  -0.74
C  4.53  5.63  2.02
C  3.93  5.34  3.40
N  4.20  3.92  3.61
C  3.57  3.24  4.61
O  2.89  3.82  5.43
C  3.78  1.74  4.62
C  3.14  1.06  5.82
C  3.48  -0.42  5.87
N  3.04  -1.15  4.70
C  3.72  -1.44  3.55
O  4.98  -1.04  3.41
N  2.99  -2.08  2.70
N  1.73  -2.24  3.29
C  1.81  -1.68  4.45
O  0.85  -1.58  5.38
C  4.95  3.34  2.52
H  7.77  -1.89  2.15
H  7.87  -2.66  0.55
H  8.02  -0.89  0.70
H  6.15  -0.63  -0.78
H  5.92  -2.39  -0.90
H  3.80  -1.36  -1.36
H  3.69  -2.09  0.27
H  1.97  -0.01  -0.58
H  2.06  -0.44  1.14
H  4.05  2.11  -0.07
H  2.96  4.57  -0.03
H  2.46  3.98  1.54
H  6.46  4.81  -1.31
H  4.70  4.71  -1.39
H  5.47  6.01  -0.45
H  5.55  6.01  2.10
H  3.94  6.35  1.46
H  4.38  5.95  4.18
H  2.85  5.51  3.43
H  3.35  1.34  3.69
H  4.85  1.52  4.58
H  3.48  1.54  6.74
H  2.06  1.20  5.79
H  4.56  -0.56  5.94
H  3.03  -0.89  6.74
H  5.28  -1.26  2.49
H  0.05  -1.99  5.01
H  4.69  2.30  2.33
H  6.04  3.40  2.68

- E_HOMO: -8.467 eV
- DFT total energy: -39882.9115 eV
- F_max: 0.001 Eh/bohr
- HOMO-LUMO gap: 9.02 eV
- Structure (SMILES): COCCOCC(=O)NC[C@@]1(OC)CCN(C(=O)CCCn2c(O)nnc2O)C1
- Relative energy (zero: lowest compared OMol25 entry of this formula, charge and spin): 0.2203 eV

=====

(7)
# C17H29NOPPtTe

A structure of composition C17H29NOPPtTe (the ωB97M-V functional and the def2-TZVPD basis, OMol25).

Cartesian coordinates (Å):
Pt  -0.39  -1.27  0.63
N  -3.48  -3.27  3.01
C  -2.48  -2.57  2.47
O  -2.04  -2.86  1.34
C  -1.92  -1.41  3.26
C  -0.60  -0.93  2.69
H  -3.87  -4.05  2.50
H  -3.83  -3.06  3.92
H  -1.83  -1.71  4.31
H  -2.67  -0.61  3.24
H  0.23  -1.60  2.96
H  -0.36  0.08  3.00
C  3.63  -0.17  1.37
Te  2.02  -0.23  -0.04
C  1.67  1.72  0.77
C  3.06  2.23  1.04
C  3.40  3.58  0.99
C  4.71  3.97  1.22
C  5.69  3.03  1.49
C  5.35  1.68  1.54
C  4.04  1.28  1.33
H  4.42  -0.86  1.08
H  3.22  -0.48  2.34
H  1.09  1.56  1.68
H  1.09  2.33  0.08
H  2.64  4.32  0.76
H  4.97  5.02  1.17
H  6.71  3.33  1.65
H  6.12  0.94  1.74
C  -3.69  -2.20  -1.41
C  -3.14  -0.78  -1.56
P  -1.35  -0.61  -1.37
C  -0.99  1.14  -1.75
C  -1.86  1.83  -2.80
C  -0.61  -1.66  -2.67
C  -0.61  -1.09  -4.09
H  -4.78  -2.16  -1.33
H  -3.30  -2.70  -0.53
H  -3.46  -2.81  -2.29
H  -3.59  -0.10  -0.83
H  -3.38  -0.38  -2.55
H  0.07  1.18  -2.02
H  -1.08  1.66  -0.79
H  -1.85  1.32  -3.76
H  -1.49  2.84  -2.96
H  -2.89  1.91  -2.46
H  -1.16  -2.60  -2.63
H  0.41  -1.91  -2.35
H  -1.62  -0.90  -4.45
H  -0.15  -1.80  -4.77
H  -0.05  -0.16  -4.15

- ⟨S²⟩: 2.0101
- E_HOMO (spin up / spin down): -9.735 / -11.495 eV
- DFT total energy: -41460.0098 eV
- F_max: 0.009 Eh/bohr
- HOMO-LUMO gap (spin up / spin down): 7.28 / 7.42 eV
- 2S+1: 3
- Charge: +1
- Relative energy (zero: lowest compared OMol25 entry of this formula, charge and spin): 0.0000 eV

=====

(8)
# C17H30AlCl2OP2

A structure of composition C17H30AlCl2OP2 at a distorted geometry (the ωB97M-V functional and the def2-TZVPD basis, OMol25).

Cartesian coordinates (Å):
C  0.89  -2.22  2.74
C  0.03  -1.33  1.73
C  0.92  -0.03  1.45
Al  1.21  0.37  -0.53
C  0.43  2.24  -0.97
Cl  0.13  3.28  0.51
C  1.22  2.99  -2.09
C  2.33  3.99  -1.55
Cl  0.04  4.06  -3.08
P  0.28  -1.19  -2.00
C  -0.76  -0.38  -3.35
C  1.59  -2.27  -2.82
P  3.55  0.32  -0.92
C  3.94  0.60  -2.74
C  4.45  1.57  0.18
O  -1.21  -0.86  2.29
C  -2.04  -1.93  2.73
C  -3.54  -1.53  2.54
C  -4.03  -0.32  3.18
C  -5.43  0.06  2.95
C  -6.35  -0.73  2.13
C  -5.84  -1.97  1.53
C  -4.45  -2.33  1.74
H  0.34  -3.13  3.11
H  1.30  -1.56  3.54
H  1.76  -2.60  2.13
H  -0.10  -1.90  0.78
H  0.52  0.86  2.01
H  1.95  -0.21  1.89
H  -0.60  2.03  -1.40
H  1.68  2.31  -2.85
H  1.95  5.04  -1.61
H  3.26  3.90  -2.17
H  2.60  3.82  -0.48
H  -1.62  0.14  -2.86
H  -1.15  -1.21  -4.00
H  -0.18  0.32  -4.01
H  1.84  -1.85  -3.84
H  2.54  -2.32  -2.24
H  1.19  -3.31  -2.97
H  3.86  1.67  -3.08
H  5.03  0.33  -2.89
H  3.38  -0.09  -3.43
H  4.90  0.98  1.03
H  5.30  2.10  -0.34
H  3.76  2.31  0.64
H  -1.80  -2.15  3.82
H  -1.86  -2.89  2.17
H  -3.40  0.33  3.83
H  -5.84  0.99  3.42
H  -7.41  -0.43  1.97
H  -6.52  -2.60  0.91
H  -4.07  -3.26  1.25

- E_HOMO: -3.734 eV
- DFT total energy: -70383.0052 eV
- F_max: 0.053 Eh/bohr
- HOMO-LUMO gap: 6.60 eV
- Charge: -1

=====

Q: Which of these has the highest DFT total energy?
A: C17H29N3O3

=====

What did the fourth record say?
# C17H29N3O3

A cluster of 2 separate species, C17H29N3O3 in total at a distorted geometry (the ωB97M-V functional and the def2-TZVPD basis, OMol25).

Cartesian coordinates (Å):
C  -5.88  1.27  1.73
N  -5.33  -0.07  1.47
C  -4.22  -0.39  0.79
O  -3.92  -1.57  0.71
C  -3.32  0.73  0.19
C  -2.19  0.25  -0.75
C  -0.98  -0.39  -0.09
C  0.03  0.43  0.47
C  1.10  -0.16  1.17
C  1.19  -1.56  1.26
O  2.22  -2.12  1.95
C  0.21  -2.38  0.66
C  -0.88  -1.79  -0.01
N  -2.81  1.71  1.17
C  -2.31  1.55  2.39
C  -2.27  0.20  3.09
O  -1.89  2.53  2.99
H  -6.90  1.18  2.09
H  -5.28  1.77  2.49
H  -5.88  1.86  0.82
H  -5.83  -0.86  1.84
H  -4.00  1.28  -0.45
H  -1.85  1.11  -1.32
H  -2.62  -0.45  -1.47
H  -0.04  1.50  0.40
H  1.85  0.45  1.63
H  2.22  -3.08  1.86
H  0.28  -3.45  0.73
H  -1.65  -2.41  -0.43
H  -2.77  2.67  0.85
H  -3.27  -0.06  3.42
H  -1.61  0.27  3.95
H  -1.89  -0.56  2.42
C  5.27  1.90  -0.57
C  3.89  1.34  -0.92
C  3.98  0.32  -2.06
C  2.59  -0.24  -2.40
C  2.66  -1.34  -3.46
N  3.16  -2.58  -2.86
H  5.19  2.63  0.24
H  5.72  2.39  -1.44
H  5.93  1.09  -0.24
H  3.24  2.17  -1.22
H  3.46  0.87  -0.04
H  4.64  -0.50  -1.74
H  4.42  0.78  -2.94
H  2.11  -0.64  -1.50
H  1.97  0.58  -2.78
H  1.65  -1.51  -3.87
H  3.30  -1.02  -4.29
H  4.03  -2.41  -2.36
H  3.27  -3.31  -3.57

- E_HOMO: -8.296 eV
- DFT total energy: -28713.1986 eV
- F_max: 0.040 Eh/bohr
- HOMO-LUMO gap: 8.86 eV
- Structure (SMILES): CNC(=O)[C@H](Cc1ccc(O)cc1)NC(C)=O.CCCCCN
- Relative energy (zero: lowest compared OMol25 entry of this formula, charge and spin): 2.1040 eV